(1)
Here is C4H10N4O in the gas phase from OMol25. Energies are from ωB97M-V with the def2-TZVPD basis set.

Geometry as XYZ:
```
19
Properties=species:S:1:pos:R:3
O -0.3658 -1.9308 -0.5340
N -2.2136 0.1976 -1.0199
N 1.9295 0.6428 0.4563
N 1.1718 -0.2497 -0.3086
N -0.4534 0.2638 2.2448
C 1.6483 -0.3817 -1.6816
C -1.8699 0.4239 0.3059
C -0.7264 0.0029 0.8942
C 0.1023 -1.0308 0.1446
H -1.0884 0.9226 2.6819
H 2.7207 -0.6004 -1.6769
H 1.1252 -1.2236 -2.1376
H -2.5823 1.0031 0.8849
H 1.4511 0.5379 -2.2301
H -1.7734 -0.6339 -1.3966
H 1.3883 1.4743 0.6705
H 0.5056 0.1973 2.5656
H 2.2407 0.1982 1.3126
H -3.2102 0.1864 -1.1761
```

Results
orbital gap = 7.7 eV
M = 130.2 g/mol
SMILES = CN(N)C(=O)/C(N)=C\N
spin multiplicity = 1
relative energy (zero: lowest compared OMol25 entry of this formula, charge and spin) = 267.2 kJ/mol

(2)
Here is a molecular structure, C30H25BrF6IN8O11Yb from OMol25. Energies are from ωB97M-V with the def2-TZVPD basis set.

Geometry as XYZ:
```
83
Properties=species:S:1:pos:R:3
Yb -0.3494 -0.2583 -0.1450
I 0.6983 -9.2023 0.6136
Br 4.3195 2.7936 -3.2093
F -1.0060 1.9897 -4.3404
F -0.4553 0.4661 -5.7412
F -2.1185 -1.4524 -4.8727
F 1.0083 1.2692 -4.4044
F -2.9811 0.1588 -3.7485
F -2.3868 -1.6454 -2.7598
O -1.0009 2.5122 7.2700
O -2.9172 0.4835 3.0189
O -0.5197 -2.4449 -0.6697
O 1.7525 -0.6307 -0.9505
O 2.4013 3.1825 1.2712
O 2.3082 4.8044 2.6795
O 0.5569 3.9745 7.0259
O 0.5131 1.4329 1.3731
O -1.2062 -0.5451 2.0283
O 0.7521 -2.1169 1.1106
O -0.6675 0.3939 -2.1850
N 0.8124 2.6041 -1.0963
N -0.1653 3.0873 6.5814
N 3.3855 -3.5414 -2.4101
N -2.9320 -1.0057 -0.0220
N 1.9836 3.6779 2.3076
N 5.5864 -2.3793 1.1543
N 3.0991 0.0586 0.7227
N -2.0392 1.7014 0.0790
C -4.3742 0.9675 0.0411
C 0.3041 1.8619 2.5316
C 1.9155 2.2925 -1.7532
C -1.7156 0.3335 2.7707
C 1.3195 4.9265 -1.3751
C 0.5286 3.8845 -0.9177
C -0.8953 1.7534 4.6741
C 0.5953 -6.4772 -0.7137
C -3.3260 1.8881 -0.5837
C 2.7581 3.2735 -2.2536
C 3.4849 -2.8169 -1.5149
C -0.0340 2.7251 5.2305
C 0.1970 -2.8558 0.2823
C 0.3505 -4.3532 0.3933
C 0.9038 3.3510 4.4240
C 0.3403 -4.9896 1.6261
C 3.6667 -1.9347 -0.4570
C -2.0133 -0.7742 -3.7067
C 0.4413 -6.3685 1.6965
C -4.2285 -0.4813 -0.4186
C 2.4762 4.6144 -2.0674
C 2.7706 -0.8557 -0.2359
C 4.7189 -2.1789 0.4153
C 0.3746 -1.3759 -3.5554
C 0.5684 -7.0856 0.5237
C 1.0690 2.9553 3.1073
C -0.7504 1.3505 3.3835
C -0.6065 -0.1983 -3.3765
C -0.2693 0.8736 -4.4626
C 0.4815 -5.1010 -0.7691
H -0.3785 4.1045 -0.3666
H 3.1415 5.3787 -2.4431
H 1.0463 5.9532 -1.1907
H -4.3125 -0.5367 -1.5059
H 0.4274 -6.8744 2.6504
H 2.4014 0.7648 0.9358
H -2.9003 -1.0432 0.9990
H -2.8043 -1.9520 -0.3745
H 0.2468 -4.3973 2.5216
H 0.7061 -7.0497 -1.6229
H -3.6753 2.9346 -0.4948
H -5.0626 -1.0607 0.0180
H 2.1216 1.2383 -1.8830
H -2.1661 1.9087 1.0679
H -1.3532 2.3435 -0.3073
H 0.5084 -4.5880 -1.7163
H 0.0502 -2.1917 -2.9117
H 1.3681 -1.0780 -3.2335
H -1.6844 1.3382 5.2858
H 3.7419 -0.2053 1.4480
H 1.5224 4.1443 4.8210
H -4.2515 0.9928 1.1274
H 0.3890 -1.6910 -4.5969
H -3.1903 1.6632 -1.6438
H -5.3760 1.3303 -0.2040
```

Results
orbital gap = 6.5 eV
M = 1167.4 g/mol
spin multiplicity = 2
total charge = -2
relative energy (zero: lowest compared OMol25 entry of this formula, charge and spin) = 35.8 kJ/mol